25
Properties=species:S:1:pos:R:3:nbo_charge:R:1 method="wB97M-V/def2-TZVPD" orbital_gap_ev="5.55 / 5.55" e_lumo_ev="-6.21 / -6.21" homo_energy_ev="-11.8 / -11.8" energy_ha=-1003.456185 de_lowest_kcal_mol=64.61 total_charge=+1
C -0.129 1.288 -0.692 -0.347
C -1.460 1.516 -0.912 0.025
C 0.240 0.245 0.173 0.519
C -2.495 0.641 -0.335 0.081
C -0.749 -0.729 0.630 0.067
C -3.809 0.848 -0.492 -0.303
C -0.368 -1.837 1.346 -0.335
C 4.364 0.379 0.109 0.247
N -2.084 -0.330 0.503 -0.569
N 4.431 0.217 1.419 -0.785
N 3.419 -0.339 -0.622 -0.374
N 2.389 -1.017 -0.078 -0.088
O 1.400 0.055 0.654 -0.468
S 5.424 1.427 -0.706 -0.122
H 0.646 2.026 -0.824 0.261
H -1.912 2.474 -1.223 0.259
H -4.450 0.269 0.154 0.210
H -4.223 1.635 -1.050 0.225
H 0.552 -1.839 1.740 0.223
H -2.759 -0.990 0.995 0.424
H 4.326 -0.644 1.982 0.422
H 5.174 0.769 1.935 0.434
H 3.385 0.027 -1.491 0.402
H -1.158 -2.458 1.696 0.212
H 1.722 -1.316 -0.771 0.377

---

11
Properties=species:S:1:pos:R:3:lowdin_spin:R:1 method="wB97M-V/def2-TZVPD" orbital_gap_ev="10.62 / 7.95" e_lumo_ev="-16.04 / -18.71" multiplicity=5 s_squared=6.011 homo_energy_ev="-26.7 / -26.7" energy_ha=-1723.663954 de_lowest_kcal_mol=19.02 total_charge=+3
O 0.288 0.584 1.624 0.874
Co 3.187 -0.314 -0.495 2.890
O 1.516 -0.226 0.018 0.102
C 0.449 0.110 0.451 0.063
O -0.678 0.030 -0.331 0.061
C -1.888 0.043 0.121 0.004
C -2.968 0.093 -0.809 0.003
H -2.054 -0.025 1.206 0.002
H -3.684 -0.706 -0.561 0.000
H -3.517 1.020 -0.517 0.001
H -2.656 0.130 -1.856 0.001

---

90
Properties=species:S:1:pos:R:3:mulliken_charge:R:1 method="wB97M-V/def2-TZVPD" orbital_gap_ev="8.19 / 8.19" e_lumo_ev="0.05 / 0.05" homo_energy_ev="-8.1 / -8.1" energy_ha=-2693.234974 de_lowest_kcal_mol=22.81
Pt -1.169 0.696 -0.334 0.558
C 5.712 0.983 0.443 -1.348
C 5.249 0.009 1.492 0.624
C 6.150 -0.609 2.350 -0.737
C 5.728 -1.487 3.337 -0.698
C 4.378 -1.771 3.464 -1.003
C 3.459 -1.187 2.604 -0.193
C 3.890 -0.291 1.630 0.160
N 3.002 0.317 0.706 0.227
C 1.646 0.485 0.831 0.527
N 1.200 0.695 2.067 0.283
C -0.127 0.841 2.528 0.074
C -1.213 0.861 1.678 -1.479
C -2.483 1.038 2.225 0.453
C -2.656 1.164 3.590 -1.104
C -1.550 1.136 4.429 -0.815
C -0.277 0.977 3.916 1.707
C 0.922 0.969 4.832 -1.584
N 0.889 0.479 -0.238 0.537
C 1.538 0.255 -1.496 -0.912
C 1.467 -1.012 -2.064 -0.291
C 2.025 -1.256 -3.306 -0.598
C 2.664 -0.228 -3.983 -0.848
C 2.745 1.031 -3.408 -0.806
C 2.191 1.302 -2.157 1.440
C 2.327 2.677 -1.549 -1.368
H 6.777 1.182 0.550 0.429
H 5.174 1.929 0.526 0.260
H 5.549 0.598 -0.569 0.299
H 7.206 -0.388 2.243 0.379
H 6.449 -1.952 3.995 0.389
H 4.032 -2.457 4.226 0.430
H 2.414 -1.458 2.673 0.713
H 3.342 0.383 -0.240 0.204
H 1.916 0.775 2.770 0.350
H -3.339 1.057 1.565 0.329
H -3.650 1.277 4.002 0.504
H -1.677 1.245 5.500 0.348
H 0.598 1.077 5.865 0.402
H 1.604 1.799 4.619 0.368
H 1.489 0.036 4.765 0.311
H 0.952 -1.788 -1.511 0.067
H 1.952 -2.241 -3.751 0.474
H 3.098 -0.405 -4.959 0.426
H 3.254 1.829 -3.937 0.519
H 2.320 3.438 -2.330 0.530
H 3.274 2.772 -1.010 0.171
H 1.530 2.897 -0.843 0.085
C -1.233 2.315 -4.345 -2.040
C -1.162 1.996 -2.889 1.011
N -1.251 0.797 -2.452 0.570
O -1.146 -0.205 -3.391 -0.601
C -1.006 3.041 -1.883 0.025
C -0.972 4.496 -2.223 -2.113
N -0.889 2.652 -0.628 0.847
O -0.589 3.420 0.305 -0.752
H -1.797 1.542 -4.860 0.481
H -0.231 2.343 -4.781 0.296
H -1.709 3.281 -4.499 0.492
H -1.308 -1.011 -2.877 0.461
H -0.357 4.692 -3.102 0.444
H -0.571 5.045 -1.375 0.434
H -1.981 4.868 -2.421 0.363
C -4.952 -0.396 -1.383 -1.420
C -4.015 0.799 -1.492 1.142
C -4.791 2.113 -1.517 -1.568
O -3.122 0.820 -0.392 0.126
H -5.698 -0.352 -2.179 0.464
H -5.452 -0.401 -0.413 0.265
H -4.400 -1.333 -1.467 0.260
H -3.509 0.714 -2.453 -0.069
H -5.454 2.174 -0.652 0.319
H -5.390 2.187 -2.428 0.370
H -4.096 2.955 -1.480 0.312
O -5.215 -3.262 1.072 -0.702
S -3.895 -3.083 1.604 1.189
O -3.735 -3.027 3.029 -0.714
N -3.163 -1.795 0.915 -0.095
C -2.068 -2.138 0.324 0.340
O -1.203 -1.380 -0.255 -0.306
C -1.777 -3.615 0.308 -0.067
C -0.712 -4.286 -0.263 -0.191
C -0.699 -5.674 -0.191 -0.815
C -1.735 -6.365 0.433 -0.520
C -2.794 -5.683 1.022 -0.675
C -2.783 -4.306 0.948 -0.040
H 0.083 -3.738 -0.754 0.402
H 0.122 -6.228 -0.628 0.427
H -1.713 -7.447 0.464 0.394
H -3.599 -6.208 1.519 0.458

---

9
Properties=species:S:1:pos:R:3:nbo_charge:R:1 method="wB97M-V/def2-TZVPD" orbital_gap_ev=10.24 e_lumo_ev=1.02 smiles="O=CC1C=C1" homo_energy_ev=-9.2 energy_ha=-229.926771 de_lowest_kcal_mol=63.49
O 1.975 1.223 0.650 -0.520
C 1.201 0.292 0.844 0.429
C -0.009 -0.404 0.039 -0.354
C -0.535 -0.052 -1.258 -0.159
C -1.294 0.272 -0.270 -0.137
H 1.414 -0.265 1.772 0.091
H -0.167 -1.478 0.435 0.178
H -0.361 -0.204 -2.323 0.236
H -2.225 0.617 0.110 0.234

---

182
Properties=species:S:1:pos:R:3:mulliken_charge:R:1 method="wB97M-V/def2-TZVPD" orbital_gap_ev=10.09 e_lumo_ev=0.30 smiles="COP(=O)(OC)OC.COP(=O)(OC)OC.COP(=O)(OC)OC.COP(=O)(OC)OC.COP(=O)(OC)OC.COP(=O)(OC)OC.COP(=O)(OC)OC.COP(=O)(OC)OC.COP(=O)(OC)OC.COP(=O)(OC)OC.CO.CO" homo_energy_ev=-9.8 energy_ha=-7852.254514 de_lowest_kcal_mol=192.71
C -10.337 -30.528 7.617 -0.685
O -9.000 -31.164 7.717 0.396
P -7.698 -30.257 7.525 0.425
O -7.895 -28.914 8.100 -0.707
O -7.368 -30.433 5.887 -0.305
C -6.012 -30.204 5.515 -0.785
O -6.517 -31.160 8.178 -0.334
C -6.443 -32.562 7.871 -0.610
H -10.424 -29.518 7.218 0.361
H -10.726 -30.435 8.631 0.102
H -10.850 -31.188 6.918 0.347
H -5.648 -31.026 4.899 0.250
H -5.399 -29.941 6.378 0.354
H -5.989 -29.233 5.020 0.322
H -7.134 -32.886 7.092 0.426
H -6.461 -33.172 8.774 0.049
H -5.416 -32.773 7.575 0.402
C -6.447 -36.330 20.915 -0.622
O -5.075 -36.070 20.497 -0.400
P -4.580 -37.191 19.348 0.307
O -4.548 -38.615 19.849 -0.740
O -3.247 -36.767 18.761 0.076
C -2.032 -36.581 19.472 -0.841
O -5.627 -36.871 18.154 0.264
C -5.757 -37.650 17.082 -0.639
H -6.952 -35.379 21.077 0.256
H -6.388 -36.733 21.926 0.274
H -7.011 -37.091 20.375 0.268
H -1.876 -37.336 20.242 0.407
H -1.842 -35.649 20.005 0.292
H -1.307 -36.594 18.658 0.247
H -6.567 -37.204 16.505 0.017
H -5.919 -38.706 17.297 0.391
H -4.910 -37.691 16.397 0.419
C -11.360 -43.283 17.847 -0.759
O -10.912 -42.147 17.121 -0.341
P -9.659 -41.283 17.548 1.203
O -9.757 -40.668 18.934 -0.791
O -9.605 -40.196 16.402 -0.383
C -8.495 -39.408 16.265 -0.588
O -8.391 -42.242 17.302 -0.180
C -7.418 -42.425 18.317 -0.817
H -10.916 -43.434 18.831 0.327
H -11.080 -44.167 17.274 0.273
H -12.449 -43.289 17.898 0.296
H -7.588 -40.011 16.229 0.323
H -8.583 -38.801 17.166 0.636
H -8.604 -38.700 15.443 -0.047
H -7.540 -43.471 18.598 0.280
H -7.587 -41.955 19.286 0.386
H -6.465 -42.146 17.867 0.249
C -9.610 -28.105 11.150 -0.525
O -10.994 -28.257 10.871 -0.265
P -12.001 -28.833 12.143 0.586
O -11.344 -29.762 13.043 -0.199
O -12.458 -27.430 12.908 -0.423
C -12.689 -26.260 12.082 -0.599
O -13.370 -29.357 11.627 -0.288
C -13.495 -29.868 10.319 -0.317
H -9.212 -28.888 11.795 0.212
H -9.326 -27.128 11.541 0.294
H -9.022 -28.043 10.234 0.192
H -11.756 -25.728 11.890 0.219
H -13.375 -25.586 12.594 0.248
H -13.118 -26.544 11.121 0.268
H -14.343 -29.546 9.714 0.359
H -13.458 -30.956 10.363 0.160
H -12.575 -29.624 9.788 0.073
C -10.784 -43.341 12.649 -0.726
O -9.392 -43.372 12.212 -0.348
P -8.392 -42.125 12.439 0.639
O -8.093 -41.632 13.809 -0.227
O -7.091 -42.608 11.520 -0.361
C -7.190 -42.715 10.138 -0.662
O -9.052 -40.951 11.402 -0.349
C -8.403 -39.629 11.426 0.087
H -11.532 -43.820 12.017 0.317
H -11.322 -42.397 12.749 0.305
H -10.821 -43.833 13.621 0.293
H -8.250 -42.797 9.895 0.341
H -6.646 -43.629 9.903 0.305
H -6.762 -41.838 9.651 0.180
H -9.120 -38.840 11.651 0.371
H -8.112 -39.259 10.443 -0.144
H -7.601 -39.518 12.155 -0.217
C -8.162 -35.930 13.918 1.024
O -8.727 -36.218 12.592 -0.377
P -8.741 -35.140 11.388 0.581
O -9.632 -35.536 10.264 -0.617
O -8.994 -33.662 12.131 0.089
C -9.008 -32.471 11.437 -1.216
O -7.142 -35.203 11.154 -0.083
C -6.713 -36.317 10.505 0.422
H -8.171 -34.864 14.146 -0.389
H -7.112 -36.212 13.985 -0.023
H -8.704 -36.556 14.627 -0.373
H -9.756 -31.721 11.693 0.383
H -8.908 -32.470 10.352 0.504
H -8.080 -31.933 11.628 0.263
H -5.784 -36.489 11.049 -0.126
H -6.488 -36.122 9.457 0.034
H -7.238 -37.259 10.665 -0.313
C -1.391 -34.549 16.339 -0.740
O -2.706 -34.423 15.815 -0.054
P -3.143 -33.003 15.048 0.940
O -2.696 -32.874 13.616 -0.762
O -4.751 -32.872 15.347 -0.184
C -5.686 -33.673 14.627 -0.537
O -2.412 -31.988 16.069 -0.285
C -1.760 -30.826 15.502 -0.816
H -1.429 -34.524 17.428 0.266
H -0.824 -33.658 16.069 0.283
H -0.778 -35.235 15.754 0.290
H -6.466 -33.091 14.138 0.196
H -6.106 -34.386 15.336 0.106
H -5.301 -34.156 13.728 0.398
H -0.762 -30.708 15.923 0.275
H -2.284 -29.925 15.823 0.282
H -1.538 -30.805 14.435 0.345
C -1.077 -41.113 12.688 -0.764
O -2.418 -40.592 12.457 -0.346
P -2.828 -39.033 12.954 0.404
O -2.394 -38.769 14.354 -0.568
O -2.118 -38.098 11.847 -0.328
C -2.405 -36.737 11.885 -0.422
O -4.360 -38.951 12.645 0.357
C -5.218 -39.735 13.494 -0.396
H -0.352 -40.388 13.058 0.306
H -0.747 -41.323 11.671 0.312
H -1.067 -42.017 13.298 0.257
H -1.677 -36.372 11.161 0.358
H -2.161 -36.150 12.771 0.232
H -3.375 -36.409 11.511 0.000
H -4.735 -40.083 14.407 0.417
H -5.506 -40.579 12.867 0.434
H -5.943 -38.989 13.819 -0.302
C -10.028 -31.583 14.761 0.185
O -9.965 -31.592 16.091 -0.370
P -9.674 -32.943 16.929 0.199
O -8.563 -33.772 16.383 0.195
O -9.409 -32.393 18.465 -0.378
C -8.432 -31.342 18.752 -0.572
O -11.164 -33.570 16.937 -0.316
C -11.227 -35.009 16.969 -0.495
H -9.349 -32.345 14.381 -0.299
H -9.641 -30.644 14.363 0.190
H -11.103 -31.615 14.585 0.265
H -8.018 -30.993 17.806 0.262
H -7.603 -31.678 19.375 0.252
H -8.840 -30.530 19.353 0.260
H -10.636 -35.699 16.366 0.020
H -12.223 -35.411 16.786 0.301
H -10.967 -35.131 18.020 0.344
C -10.304 -37.951 8.369 -0.658
O -9.127 -37.231 8.144 0.960
P -7.873 -37.922 7.345 0.358
O -7.516 -39.335 7.690 -0.648
O -6.728 -36.791 7.453 -0.040
C -5.354 -37.083 7.063 -0.873
O -8.435 -37.750 5.755 -0.290
C -8.970 -38.918 5.043 -0.745
H -11.151 -37.408 8.789 0.116
H -10.070 -38.686 9.139 -0.013
H -10.651 -38.443 7.460 0.372
H -4.932 -36.467 6.269 0.282
H -5.262 -38.089 6.652 0.348
H -4.676 -37.038 7.915 0.283
H -8.297 -39.159 4.220 0.276
H -9.875 -38.653 4.496 0.247
H -9.061 -39.772 5.714 0.337
C -12.273 -33.680 9.687 -0.616
O -12.649 -32.506 8.914 -0.524
H -11.220 -33.541 9.931 0.237
H -12.968 -33.857 10.508 0.417
H -12.271 -34.553 9.034 0.225
H -12.076 -32.550 8.145 0.243
C -10.960 -34.780 6.743 -0.553
O -11.437 -33.538 6.600 -0.379
H -11.534 -35.698 6.618 0.345
H -10.263 -34.657 5.914 0.445
H -10.438 -34.966 7.682 -0.029
H -11.862 -33.552 5.740 0.249

---

56
Properties=species:S:1:pos:R:3:nbo_charge:R:1 method="wB97M-V/def2-TZVPD" orbital_gap_ev=4.69 e_lumo_ev=-8.11 homo_energy_ev=-12.8 energy_ha=-2936.277000 total_charge=+2
Zr -7.193 -17.070 4.090 2.145
N -8.413 -18.986 7.503 -0.739
C -7.745 -18.221 6.596 0.294
S -7.929 -16.483 6.529 -0.182
N -6.986 -18.943 5.717 -0.495
N -5.876 -18.273 5.149 -0.496
C -4.769 -17.911 5.803 0.376
C -4.008 -18.738 6.730 -0.157
C -3.124 -18.185 7.670 -0.159
C -2.275 -18.982 8.334 -0.204
C -2.234 -20.335 8.185 -0.110
C -3.213 -20.911 7.400 -0.206
C -4.158 -20.186 6.670 -0.118
C -4.342 -16.638 5.254 0.155
C -3.058 -15.975 5.375 -0.149
C -2.914 -14.783 4.704 -0.110
C -3.832 -14.320 3.728 -0.174
C -5.027 -14.963 3.649 0.088
N -5.252 -16.039 4.383 -0.566
H -9.223 -18.700 7.976 0.427
H -8.103 -19.994 7.550 0.437
H -3.190 -17.132 7.991 0.238
H -1.517 -18.481 8.918 0.241
H -1.526 -20.998 8.707 0.256
H -3.345 -21.999 7.449 0.244
H -4.972 -20.644 6.092 0.252
H -2.241 -16.404 5.925 0.260
H -2.032 -14.245 4.906 0.250
H -3.652 -13.406 3.129 0.270
H -5.829 -14.633 3.028 0.232
O -6.763 -17.098 2.091 -0.841
C -8.050 -17.344 1.506 0.143
C -8.177 -16.567 0.212 -0.283
C -7.158 -16.347 -0.725 -0.215
C -7.558 -15.527 -1.782 -0.244
C -8.851 -15.078 -1.667 -0.381
S -9.599 -15.831 -0.279 0.464
C -9.262 -17.059 2.465 -0.331
C -9.969 -15.906 2.594 -0.183
C -10.906 -15.883 3.739 -0.236
C -10.892 -17.077 4.411 -0.294
S -9.633 -18.226 3.713 0.433
C -8.016 -18.812 1.034 -0.239
C -9.103 -19.569 0.630 -0.243
C -8.700 -20.761 -0.048 -0.249
C -7.389 -21.046 0.085 -0.391
S -6.542 -19.777 0.871 0.457
H -6.142 -16.670 -0.482 0.238
H -6.934 -15.310 -2.627 0.247
H -9.460 -14.449 -2.327 0.263
H -9.836 -15.039 1.943 0.280
H -11.592 -15.083 3.948 0.270
H -11.425 -17.348 5.396 0.281
H -10.149 -19.227 0.708 0.235
H -9.348 -21.526 -0.484 0.248
H -6.815 -21.994 -0.149 0.270

---

94
Properties=species:S:1:pos:R:3:mulliken_charge:R:1 method="wB97M-V/def2-TZVPD" orbital_gap_ev=7.10 e_lumo_ev=-1.17 smiles="O=NOCc1ccc2ncc(CCC(F)(F)C(F)(F)C(F)(F)C(F)(F)C(F)(F)C(F)(F)F)nc2c1.C[N+](=O)[O-].C[N+](=O)[O-].C[N+](=O)[O-].C[N+](=O)[O-].C[N+](=O)[O-].C[N+](=O)[O-].C[N+](=O)[O-]" homo_energy_ev=-8.3 energy_ha=-3981.312935
O 2.627 6.585 5.497 -0.269
N 1.621 5.892 5.650 0.150
O 2.034 4.600 5.847 -0.159
C 2.378 4.080 4.514 -0.253
C 2.551 2.446 4.481 0.371
C 3.474 1.550 5.505 -0.433
C 3.562 -0.100 5.317 -0.401
C 2.762 -0.914 4.100 0.423
N 2.947 -2.404 4.057 -0.534
C 2.190 -2.942 2.874 -0.276
C 1.309 -2.085 1.808 0.373
C 0.569 -2.836 0.519 -0.605
C 0.822 -1.984 -0.898 -0.744
C 1.999 -2.703 -1.784 0.636
F 1.470 -4.072 -2.142 -0.265
F 3.156 -2.935 -0.890 -0.279
C 2.351 -1.967 -3.205 0.298
F 2.888 -3.036 -4.122 -0.297
F 1.096 -1.479 -3.887 -0.295
C 3.353 -0.672 -3.090 0.643
F 2.953 0.257 -4.213 -0.305
F 3.139 0.144 -1.838 -0.270
C 4.941 -1.002 -3.326 0.650
F 5.111 -1.232 -4.807 -0.267
F 5.391 -2.294 -2.690 -0.276
C 5.979 0.148 -2.790 0.467
F 6.025 0.267 -1.286 -0.232
F 7.361 -0.334 -3.168 -0.278
C 5.813 1.620 -3.495 0.610
F 4.618 2.389 -3.060 -0.182
F 7.004 2.431 -3.041 -0.248
F 5.942 1.582 -5.001 -0.220
N 1.115 -0.600 1.924 -0.246
C 1.860 -0.014 3.089 0.245
C 1.760 1.635 3.288 -0.249
H 3.376 4.534 4.062 0.310
H 1.499 4.375 3.761 0.280
H 4.049 2.123 6.348 0.302
H 4.252 -0.697 6.087 0.268
H 2.243 -4.122 2.700 0.258
H -0.607 -2.939 0.681 0.353
H 1.054 -3.894 0.386 0.270
H -0.233 -1.992 -1.458 0.379
H 1.072 -0.857 -0.705 0.397
H 1.087 2.240 2.512 -0.085
C -1.012 3.730 -0.659 -0.865
N -0.534 3.476 0.727 0.979
O -0.098 4.443 1.362 -0.523
O -0.610 2.312 1.138 -0.578
H -0.887 4.791 -0.887 0.267
H -0.410 3.117 -1.333 0.267
H -2.066 3.449 -0.701 0.426
C -4.276 6.762 -0.876 -0.488
N -3.608 5.534 -1.385 0.973
O -3.570 4.555 -0.630 -0.594
O -3.141 5.586 -2.529 -0.556
H -4.637 6.573 0.137 0.159
H -3.535 7.564 -0.878 0.218
H -5.107 6.987 -1.546 0.272
C 0.464 -7.201 -3.220 -0.499
N -0.249 -7.679 -2.005 0.941
O -1.466 -7.878 -2.105 -0.527
O 0.432 -7.841 -0.986 -0.559
H -0.255 -7.104 -4.037 0.318
H 0.910 -6.233 -2.981 0.050
H 1.229 -7.941 -3.466 0.292
C -1.174 -10.542 -0.150 -0.470
N -0.506 -11.770 -0.660 0.850
O -0.468 -12.749 0.095 -0.522
O -0.039 -11.718 -1.804 -0.529
H -1.535 -10.731 0.863 0.314
H -0.433 -9.740 -0.152 0.116
H -2.005 -10.317 -0.821 0.246
C -2.029 9.095 2.485 -0.801
N -2.172 7.996 1.493 0.861
O -2.691 6.944 1.884 -0.447
O -1.758 8.219 0.349 -0.539
H -2.433 8.761 3.443 0.318
H -0.965 9.324 2.573 0.301
H -2.590 9.953 2.108 0.309
C -4.182 -6.315 -3.648 -0.537
N -3.729 -4.905 -3.508 0.855
O -3.474 -4.286 -4.547 -0.510
O -3.642 -4.458 -2.358 -0.506
H -4.211 -6.572 -4.709 0.286
H -3.465 -6.945 -3.118 0.138
H -5.177 -6.387 -3.205 0.299
C -7.802 5.538 2.363 -0.723
N -6.582 6.378 2.228 0.829
O -6.410 6.959 1.150 -0.537
O -5.830 6.432 3.209 -0.470
H -8.367 5.583 1.429 0.313
H -7.477 4.516 2.568 0.296
H -8.390 5.941 3.190 0.276